<a>
Density functional theory data (ωB97M-V/def2-TZVPD) for a single C2HNO4 molecule.

SMILES: O=c1[nH]oc(=O)o1
E_LUMO: -0.15 eV
Frontier orbital gap: 10.4 eV

Geometry (Å):
O: 2.04 -0.92 -0.32
C: 0.95 -0.47 0.23
N: 0.54 0.97 0.24
O: -0.79 1.02 -0.18
C: -1.35 -0.30 0.00
O: -2.38 -0.82 -0.14
O: -0.24 -1.07 0.30
H: 1.24 1.60 -0.14

In the Mulliken picture, each atom carries the following charge in e: atom 1 (O): -0.51, atom 2 (C): 0.59, atom 3 (N): -0.17, atom 4 (O): -0.22, atom 5 (C): 0.63, atom 6 (O): -0.35, atom 7 (O): -0.26, atom 8 (H): 0.29

***

<b>
Density functional theory data (ωB97M-V/def2-TZVPD) for a single C2HNO4 molecule.

SMILES: O=c1onc(O)o1
E_LUMO: 0.11 eV
Frontier orbital gap: 10.3 eV

Geometry (Å):
O: 0.35 -0.63 -2.27
C: 0.16 -0.49 -1.16
O: 0.16 -1.29 -0.06
N: -0.39 -0.69 1.13
C: -0.19 0.57 0.85
O: -0.37 1.40 1.79
O: 0.28 0.77 -0.42
H: -0.42 2.34 1.63

In the Mulliken picture, each atom carries the following charge in e: atom 1 (O): -0.33, atom 2 (C): 0.62, atom 3 (O): -0.20, atom 4 (N): -0.35, atom 5 (C): 0.64, atom 6 (O): -0.40, atom 7 (O): -0.34, atom 8 (H): 0.36

***

Ranking the structures above by stability puts <b> first and <a> last.